63
Properties=species:S:1:pos:R:3:forces:R:3:nbo_charge:R:1 method="wB97M-V/def2-TZVPD" total_charge=-1 e_tot_ha=-1939.49405 e_above_lowest_ev=0.1855
Cd -0.460333 0.119753 -0.054912 0.0165 -0.0563 0.3685 1.75
O -1.954394 2.167024 -3.789731 -0.0529 0.0091 0.0020 -0.68
C -1.750379 1.676477 -2.554804 0.1204 0.0556 -0.0484 0.79
O -0.697346 1.194910 -2.230641 -0.0689 0.0467 -0.0378 -0.61
C -2.973755 1.842121 -1.687150 -0.0107 -0.0383 -0.0499 -0.18
O -2.753076 1.395442 -0.382671 -0.0287 0.0623 0.0504 -0.55
C -3.631927 0.315377 -0.008991 -0.0061 -0.1181 -0.1683 -0.20
C -3.298393 -0.956211 -0.817572 -0.0445 0.0563 0.2252 0.75
O -4.214780 -1.617913 -1.302043 -0.0979 0.0386 0.0397 -0.70
O -2.055031 -1.211362 -0.903709 0.0472 0.1511 -0.1225 -0.88
H -1.130399 2.027426 -4.280280 -0.0019 -0.0014 0.0054 0.50
H -3.787676 1.301300 -2.182131 -0.0135 -0.0018 0.0293 0.22
H -3.237494 2.904446 -1.685608 0.0207 0.0119 -0.0246 0.21
H -4.671956 0.608451 -0.164726 0.0107 0.0179 -0.0255 0.17
H -3.418392 0.136082 1.042564 -0.0350 -0.0327 0.0027 0.25
O 5.054408 0.156398 1.009885 -0.0951 0.0114 -0.0024 -0.71
C 4.887683 1.297524 0.322594 0.0391 -0.0224 0.0006 0.35
C 6.033536 2.005776 -0.052474 -0.0374 -0.0439 0.0261 -0.29
C 5.931159 3.184413 -0.765560 0.0229 -0.0042 0.0009 -0.19
C 4.683248 3.686552 -1.120720 0.0052 0.0138 -0.0034 -0.29
C 3.549104 2.988916 -0.746701 -0.0609 0.0004 -0.0016 -0.16
C 3.620606 1.798146 -0.029046 0.0122 -0.0250 0.0264 -0.15
C 2.344651 1.108247 0.333868 -0.0096 -0.0479 0.0042 0.59
O 1.249748 1.652122 0.003490 -0.0575 -0.0503 -0.1571 -0.82
N 2.484726 -0.034070 0.997209 0.0474 0.0779 -0.0142 -0.52
N 1.265406 -0.598747 1.276331 -0.0020 0.0244 0.2571 -0.39
C 1.207927 -1.502538 2.173149 0.0942 0.1057 -0.0646 0.11
C -0.038699 -2.106479 2.610505 0.0402 -0.0306 0.1836 -0.26
C 0.038571 -3.359003 3.230347 -0.0701 0.0777 0.0947 -0.11
C -1.073673 -4.016149 3.716495 0.0698 0.0268 -0.0327 -0.34
C -2.310826 -3.372536 3.608214 -0.0447 -0.0316 0.0015 -0.19
C -2.416220 -2.126670 3.038491 0.0060 0.0278 -0.0261 -0.31
C -1.296813 -1.429038 2.500119 -0.1130 -0.0708 0.0503 0.41
O -1.457050 -0.259398 1.984193 0.1062 -0.0342 -0.1357 -0.86
H 4.128456 -0.198772 1.178905 0.0485 0.0189 -0.0203 0.51
H 6.994579 1.596940 0.232865 0.0078 0.0123 -0.0075 0.21
H 6.832553 3.716423 -1.047586 -0.0015 -0.0002 -0.0006 0.20
H 4.599258 4.609511 -1.680119 0.0036 0.0000 0.0025 0.20
H 2.559409 3.345995 -1.000211 0.0063 0.0049 -0.0054 0.23
H 2.137900 -1.824873 2.652298 0.0012 -0.0284 0.0033 0.16
H 1.019294 -3.818454 3.320260 -0.0074 0.0037 0.0338 0.18
H -0.987833 -4.991091 4.177759 -0.0030 -0.0056 0.0049 0.20
H -3.205734 -3.858914 3.982439 0.0122 -0.0038 0.0047 0.20
H -3.378570 -1.632857 2.968817 0.0014 0.0021 -0.0028 0.20
O 0.921484 -1.434972 -1.404571 0.0431 0.2175 -0.2595 -0.65
C 0.782015 -2.493431 -1.983160 0.0284 -0.2795 0.1184 0.74
C -0.499225 -2.959609 -2.605203 0.0907 0.0363 -0.1240 -0.52
C -1.089170 -4.007420 -1.616382 -0.0134 -0.0224 0.0182 -0.40
C -0.567112 -3.954485 -0.162973 -0.0523 0.0259 -0.0871 -0.42
C 0.808875 -4.591326 0.097691 0.0449 -0.0494 -0.0053 -0.42
C 2.002712 -3.815942 -0.460685 0.0935 0.0222 0.0008 -0.22
N 1.761397 -3.480411 -1.876977 -0.1105 0.0334 0.0127 -0.64
H -0.310101 -3.414035 -3.581803 0.0077 -0.0112 0.0106 0.20
H -1.169959 -2.114744 -2.710173 -0.0249 -0.0239 -0.0119 0.27
H -0.917826 -5.016018 -2.009712 -0.0124 -0.0076 0.0067 0.18
H -2.166334 -3.842195 -1.590442 0.0191 -0.0022 -0.0048 0.25
H -1.296600 -4.476957 0.459898 0.0206 -0.0146 0.0174 0.23
H -0.583428 -2.922259 0.192099 0.0063 -0.0745 -0.0396 0.23
H 0.815132 -5.603225 -0.331201 -0.0126 0.0038 -0.0064 0.18
H 0.944294 -4.713601 1.176138 -0.0189 -0.0007 -0.0822 0.22
H 2.927079 -4.389988 -0.376734 -0.0195 -0.0134 -0.0089 0.19
H 2.148784 -2.872613 0.065216 0.0069 -0.0501 -0.0199 0.23
H 1.471241 -4.310582 -2.380096 0.0256 0.0006 -0.0017 0.36

***

9
Properties=species:S:1:pos:R:3:forces:R:3:nbo_charge:R:1 method="wB97M-V/def2-TZVPD" e_tot_ha=-226.03614 e_above_lowest_ev=5.1442
N -0.306913 -0.238525 -2.186843 -0.5101 2.2025 -1.9603 -0.22
C -0.312311 0.830092 -1.631642 0.0763 -0.4782 -0.2740 0.11
C -0.105407 -0.106398 -0.424996 0.2884 -1.8477 0.2597 -0.13
C 0.639962 0.081943 0.827783 0.1926 0.0669 0.0202 -0.23
N -0.840540 -0.091579 0.807218 -0.2287 -0.0962 0.2276 -0.57
H -0.024689 -1.133806 -0.905312 0.2100 -0.0829 2.2603 0.25
H 1.178336 -0.793164 1.190782 -0.1086 0.2680 0.0395 0.20
H 1.065582 1.036314 1.128294 -0.2285 -0.0461 -0.2754 0.21
H -1.332997 0.778661 1.002395 0.3085 0.0136 -0.2975 0.36

***

Ordered orbital gap results: 6.80, 10.24; unit eV.
Ordered LUMO energy results: 2.433, 0.388; unit eV.